[1]
Formula: C14H16N2O4
Source: the Open Molecules 2025 dataset
Level of theory: wB97M-V/def2-TZVPD

Results
SMILES string: COCCNC(=O)c1cc(-c2cccc(OC)c2)on1
Highest occupied orbital energy (Ha): -0.315
Spin multiplicity: 1
Energy relative to the best compared isomer or geometry (same formula, charge and spin) (kJ/mol): 268.3
Gap between HOMO and LUMO (eV): 8.86

Each line ends with the natural charge from an NBO analysis.
Element x y z (Å)
C: 2.17969 -1.45268 5.67590  -0.252
O: 2.19625 -2.04043 4.39808  -0.539
C: 1.20531 -3.01786 4.18361  -0.068
C: -0.19105 -2.42534 3.94689  -0.260
N: -0.18769 -1.56047 2.79495  -0.602
C: -0.94688 -1.79361 1.70617  0.649
O: -1.77848 -2.67701 1.62607  -0.612
C: -0.69134 -0.83511 0.60198  0.038
C: -1.34430 -0.78711 -0.65000  -0.309
C: -0.74256 0.26637 -1.29732  0.292
C: -0.94284 0.84918 -2.60966  -0.002
C: -1.89905 0.32866 -3.47747  -0.235
C: -2.07149 0.90438 -4.72405  -0.184
C: -1.30624 1.98487 -5.11171  -0.247
C: -0.34286 2.51394 -4.24782  0.316
O: 0.35849 3.57569 -4.72184  -0.489
C: 1.34771 4.15162 -3.90141  -0.254
C: -0.16472 1.94233 -2.99613  -0.305
O: 0.19260 0.79132 -0.47951  -0.262
N: 0.21817 0.11089 0.68168  -0.119
H: 2.23011 -2.21582 6.46199  0.166
H: 1.28893 -0.83613 5.83825  0.163
H: 3.06333 -0.81979 5.73037  0.198
H: 1.52453 -3.55672 3.28785  0.195
H: 1.16477 -3.71925 5.02950  0.167
H: -0.90688 -3.22669 3.75072  0.242
H: -0.51914 -1.86487 4.82928  0.192
H: 0.53529 -0.85781 2.73464  0.420
H: -2.12361 -1.43707 -0.98270  0.249
H: -2.49867 -0.51546 -3.17918  0.216
H: -2.81147 0.50532 -5.40099  0.219
H: -1.43105 2.44248 -6.08001  0.226
H: 2.13607 3.43255 -3.65802  0.179
H: 1.77223 4.96830 -4.48291  0.202
H: 0.92005 4.55022 -2.97615  0.178
H: 0.56677 2.32110 -2.30105  0.232

Cartesian forces, eV/Å:
C -0.001 0.028 0.059
O 0.063 0.087 -0.198
C -0.354 -0.096 -0.069
C 0.299 -0.205 0.167
N 0.249 0.093 0.100
C 0.191 0.079 0.534
O -0.124 -0.031 -0.279
C 0.165 0.665 -0.887
C 0.438 0.616 -0.222
C -0.576 -1.083 0.748
C 0.000 0.285 -0.466
C 0.178 0.017 0.291
C 0.057 0.078 -0.025
C 0.160 0.138 0.061
C -0.173 -0.149 -0.065
O -0.240 -0.167 -0.159
C 0.169 0.098 0.141
C 0.091 0.099 0.001
O -0.145 0.237 -0.656
N -0.029 -0.627 0.987
H 0.000 0.027 -0.006
H 0.022 -0.002 0.029
H -0.047 0.019 0.092
H -0.098 -0.032 0.092
H 0.018 0.033 -0.052
H 0.066 0.083 0.110
H -0.040 -0.122 -0.049
H -0.056 0.016 -0.069
H -0.183 -0.123 -0.128
H -0.081 -0.108 0.034
H -0.060 -0.029 -0.061
H -0.019 0.051 -0.119
H -0.037 0.022 0.002
H 0.000 -0.051 0.085
H 0.017 -0.029 -0.028
H 0.080 0.085 0.005



[2]
Formula: C21H28N4O3
Source: the Open Molecules 2025 dataset
Level of theory: wB97M-V/def2-TZVPD

Results
Highest occupied orbital energy (Ha): -0.310
Spin multiplicity: 1
Energy relative to the best compared isomer or geometry (same formula, charge and spin) (kJ/mol): 2126.9
Gap between HOMO and LUMO (eV): 8.14

Each line ends with the natural charge from an NBO analysis.
Element x y z (Å)
C: 0.45518 2.22901 -0.31969  -0.599
C: 1.80781 2.85755 -0.99786  -0.078
H: 1.63746 3.28696 -2.04811  0.180
H: 2.02806 3.68249 -0.40613  0.200
O: 2.75297 1.75688 -1.24075  -0.541
C: 3.45015 1.72081 0.06586  0.868
O: 3.26926 2.33129 1.19111  -0.663
N: 4.45883 0.90972 -0.28167  -0.446
C: 4.49839 0.01889 -1.39153  -0.201
H: 3.62945 -0.02435 -1.81983  0.222
C: 4.80780 -1.23220 -0.80673  -0.409
H: 5.83833 -1.50691 -0.88976  0.212
H: 4.45039 -2.33455 -1.62652  0.234
C: 4.31056 -1.56916 0.61710  -0.042
N: 2.85710 -1.38965 0.48184  -0.594
C: 1.89118 -2.18936 0.10398  0.646
O: 2.30737 -3.34434 -0.54951  -0.708
C: 0.52224 -1.70816 0.12907  -0.196
C: 0.19248 -0.83417 1.07438  -0.172
C: -1.26147 -0.46467 1.22582  0.134
N: -1.99452 0.20064 1.94200  -0.467
C: -3.24522 0.44162 1.66972  0.164
N: -3.27816 -0.11148 0.34044  -0.358
C: -2.12256 -0.74550 0.16666  0.156
C: -1.58979 -1.35381 -1.33175  -0.134
C: -0.19506 -1.92610 -1.04876  -0.166
H: 0.14890 -2.71383 -1.84986  0.259
H: -2.17649 -1.59630 -1.97003  0.139
C: -4.54965 -0.29100 -0.40397  -0.080
H: -4.15317 -0.71932 -1.41026  0.218
C: -5.56798 -0.99160 0.09544  -0.382
H: -5.66458 -2.12897 -0.40473  0.234
C: -6.83433 -0.26579 -0.03955  -0.441
C: -6.42226 1.01469 0.03799  -0.396
H: -7.15255 1.78402 -0.34334  0.222
C: -5.03805 1.35455 -0.67374  -0.304
H: -4.37215 1.93556 -0.53686  0.187
H: -5.27329 1.34124 -1.50457  0.159
H: -6.25038 1.43522 1.12549  0.196
H: -7.74743 -0.43663 0.76307  0.221
H: -7.18253 -0.56287 -0.89970  0.203
H: -5.50618 -1.12550 1.45109  0.206
H: -4.02579 0.82770 2.02870  0.183
H: 0.64715 -0.88060 2.03289  0.225
H: 2.47868 -0.40579 0.87229  0.411
C: 5.17025 -0.82130 1.57331  -0.470
H: 6.00235 -1.35849 1.98146  0.250
C: 5.51583 0.43798 0.96568  -0.138
H: 5.35593 1.49404 1.54352  0.246
H: 6.26660 0.60882 0.56715  0.145
H: 4.39272 -0.54294 2.39932  0.227
H: 4.43320 -2.67073 0.79377  0.252
H: 5.51031 0.40538 -2.09300  0.182
H: 0.64240 1.86843 0.73137  0.211
H: -0.30119 2.86935 -0.32621  0.199
H: 0.17544 1.43330 -0.75610  0.193

Cartesian forces, eV/Å:
C 6.729 2.847 3.062
C -4.092 -2.246 -3.033
H -0.229 -0.788 1.416
H 1.693 0.965 1.263
O -0.980 3.712 4.904
C 0.746 0.341 0.189
O 0.068 -2.440 -5.098
N 2.336 -0.362 5.056
C 6.765 3.081 0.097
H -4.512 0.268 -3.142
C 0.778 -8.741 -1.939
H 1.013 0.279 0.431
H 0.431 3.579 2.377
C -0.193 -3.373 -3.429
N -0.886 5.690 4.182
C 4.011 -6.920 -4.563
O -2.677 4.959 3.368
C 1.007 0.313 -1.547
C -4.861 0.197 3.314
C 3.724 -3.774 -7.306
N -2.703 6.562 11.549
C 8.468 -5.386 -7.456
N -3.148 -0.669 1.872
C 1.954 -2.055 -8.155
C 10.851 2.060 15.350
C -5.977 -0.544 -4.430
H -0.145 1.927 1.815
H -6.807 -2.897 -8.220
C 8.513 5.944 -5.650
H -0.951 0.808 1.432
C -4.396 -9.117 6.976
H 0.373 2.834 1.774
C -2.743 -3.741 4.844
C 1.650 12.100 2.436
H 0.327 -0.748 0.306
C -6.425 -12.865 11.134
H 8.123 7.791 3.197
H -3.648 0.039 -14.762
H -0.589 -1.260 -1.507
H 2.510 -0.126 -1.862
H -2.491 -0.969 -4.988
H 0.435 0.043 -4.060
H -5.490 3.356 3.562
H 1.249 0.599 0.531
H 1.196 -2.950 -1.085
C -4.256 1.117 2.851
H 0.264 -0.471 0.054
C -13.843 5.079 4.256
H 0.328 -2.964 -0.414
H 13.072 1.676 -6.745
H 1.724 -0.669 -0.558
H -0.073 0.909 -0.392
H -3.322 -1.169 1.313
H 0.160 0.915 -0.837
H -3.163 3.109 0.113
H -1.900 -5.858 -3.846



[3]
Formula: CF3O5PS
Source: the Open Molecules 2025 dataset
Level of theory: wB97M-V/def2-TZVPD

Results
SMILES string: O=P([O-])([O-])S(=O)(=O)C(F)(F)F
Highest occupied orbital energy (Ha): -0.034
Spin multiplicity: 1
Energy relative to the best compared isomer or geometry (same formula, charge and spin) (kJ/mol): 0.0
Charge: -2
Gap between HOMO and LUMO (eV): 7.37

Each line ends with the natural charge from an NBO analysis.
Element x y z (Å)
O: -2.79003 0.88959 0.74672  -1.174
P: -2.05188 -0.13197 -0.09987  2.300
O: -1.55843 -1.40348 0.45261  -1.198
O: -2.21366 -0.04481 -1.56468  -1.182
S: 0.01991 0.80841 0.00742  1.618
O: 0.36813 1.54664 -1.18423  -0.995
O: 0.34214 1.59612 1.22684  -1.003
C: 1.55062 -0.47904 0.08632  0.721
F: 2.62145 -0.15466 -0.69232  -0.368
F: 2.12241 -0.56519 1.32142  -0.365
F: 1.24593 -1.77190 -0.24773  -0.354

Cartesian forces, eV/Å:
O 0.584 -0.982 -0.418
P -1.581 1.177 0.552
O -0.083 -1.508 1.086
O -0.350 0.023 -1.147
S 2.277 2.168 1.661
O 0.274 0.166 -1.226
O -0.397 -1.067 -0.527
C 0.350 -1.278 0.352
F -0.550 0.370 -0.413
F -0.578 0.144 0.108
F 0.054 0.787 -0.027



[4]
Formula: C11H30Ba3F3O9
Source: the Open Molecules 2025 dataset
Level of theory: wB97M-V/def2-TZVPD

Results
Highest occupied orbital energy (Ha): -0.560
Spin multiplicity: 1
Charge: +3
Gap between HOMO and LUMO (eV): 3.60

Each line ends with the Löwdin charge.
Element x y z (Å)
Ba: 1.26826 4.23995 -0.23893  1.817
Ba: -1.61025 2.02424 2.13531  1.875
Ba: 1.01877 3.86866 -4.39218  1.869
C: -3.48089 0.69506 -0.81362  -0.497
O: -2.98692 0.97934 -2.14052  -0.084
O: -3.24505 1.78154 -0.08202  -0.364
C: -4.97635 0.31630 -0.88451  -0.568
F: -5.29029 -0.42544 0.19734  0.137
F: -5.76550 1.39321 -0.88338  0.163
F: -5.27960 -0.38511 -1.97808  0.158
C: -2.56295 -0.13346 -2.88467  -0.288
C: -2.08531 0.33163 -4.23844  -0.067
H: -2.94500 0.64457 -4.84042  0.090
H: -1.40222 1.19351 -4.28986  0.030
H: -1.66557 -0.48645 -4.82843  0.087
H: -3.34139 -0.88219 -3.05331  0.129
H: -1.78232 -0.73916 -2.39363  0.093
H: -2.97405 -0.20009 -0.39751  0.135
O: 0.99098 1.52985 1.15495  -0.574
C: 1.25168 0.86233 -0.06940  -0.403
C: 0.44489 1.10264 -1.38305  -0.353
O: 0.44382 2.35282 -2.09269  -0.717
H: 1.16354 -0.21561 0.10939  0.103
H: 2.31953 1.02309 -0.32822  0.108
H: -0.62030 0.94448 -1.16303  0.097
H: 0.82090 0.23438 -1.93556  0.120
C: -1.52639 -2.09711 2.07954  -0.067
O: -1.11132 -0.77516 1.61019  -0.280
H: -0.80335 -2.87346 1.83319  0.081
H: -1.66171 -2.08070 3.15803  0.092
H: -2.42706 -2.36781 1.53602  0.099
H: -0.15755 -0.83995 1.75164  0.049
C: -0.38697 -3.20813 -1.43723  -0.169
O: -0.38452 -4.36506 -0.63065  -0.089
H: 0.52235 -2.59515 -1.42095  0.053
H: -0.53702 -3.55810 -2.45948  0.092
H: -1.23479 -2.54521 -1.21487  0.055
H: 0.12871 -4.24696 0.17137  0.065
C: 1.78198 4.36369 4.21057  -0.093
O: 1.00337 3.83115 3.11146  -0.276
H: 1.30473 5.24363 4.62909  0.094
H: 1.89955 3.61510 4.99312  0.099
H: 2.79949 4.61806 3.90917  0.093
H: 1.42572 2.97261 2.90916  0.004
C: 3.58631 -2.58752 -1.22703  -0.176
O: 4.82688 -2.85817 -1.86692  -0.110
H: 3.34148 -3.17289 -0.34108  0.082
H: 3.62258 -1.52832 -0.95034  0.060
H: 2.85395 -2.62098 -2.04252  0.068
H: 4.76081 -3.74054 -2.24697  0.087
C: 3.23728 -0.01354 3.84279  -0.123
O: 3.07698 1.24506 3.19129  -0.145
H: 4.05982 -0.56612 3.39309  0.088
H: 3.47426 0.13293 4.89773  0.088
H: 2.29432 -0.56644 3.91562  0.076
H: 2.52172 1.13498 2.40939  0.010

Cartesian forces, eV/Å:
Ba -0.241 -2.268 1.400
Ba -0.788 -1.391 -1.406
Ba -0.905 -1.910 0.424
C 0.687 0.191 -0.338
O 0.013 -0.472 0.162
O 1.145 0.702 2.293
C -0.237 0.690 0.147
F 0.013 -0.027 -0.051
F 0.060 -0.005 0.061
F -0.009 -0.355 -0.029
C 0.452 -0.635 -0.338
C -0.679 -0.014 -1.221
H -0.050 0.106 0.181
H 0.230 -0.106 0.594
H 0.226 -0.039 0.259
H -0.274 0.275 -0.053
H 0.159 0.516 0.324
H 0.056 -0.219 -0.449
O -1.235 2.102 -0.968
C 0.787 0.582 -0.036
C -1.057 -0.580 1.170
O 2.151 2.527 -0.369
H -0.042 -0.062 -0.320
H 0.026 -0.109 -0.022
H 0.064 -0.270 -0.072
H -0.174 0.432 -0.792
C -0.580 -0.136 -0.278
O 0.635 -0.343 0.580
H 0.262 0.276 -0.066
H -0.230 -0.044 -0.015
H -0.213 0.142 0.271
H 0.048 0.588 -0.258
C -0.466 0.100 -0.375
O 0.144 0.098 0.091
H 0.153 -0.284 0.197
H 0.095 0.085 -0.023
H 0.035 -0.086 0.207
H 0.071 0.065 -0.049
C 0.545 0.057 0.646
O 0.104 -0.458 -0.886
H -0.237 -0.023 -0.205
H -0.261 -0.050 -0.035
H -0.131 0.070 -0.285
H -0.024 0.063 0.086
C 0.249 1.062 -1.348
O -0.023 -0.258 0.638
H 0.061 -0.316 -0.183
H 0.116 -0.089 0.280
H -0.637 -0.379 0.606
H 0.208 -0.003 0.006
C -0.098 0.007 0.674
O -0.342 0.509 0.080
H -0.236 -0.289 -0.078
H 0.304 0.418 -0.157
H 0.112 -0.202 -0.577
H -0.040 -0.243 -0.094



Number 4 is which compound?
C11H30Ba3F3O9